one) Entry from the Open Molecules 2025 dataset: C23H33NO5 in the gas phase (ωB97M-V/def2-TZVPD).

SMILES	CCOc1ccc(CCNC(=O)[C@@H]2CC=CC[C@H]2C(=O)OC(C)C)cc1OCC
multiplicity	1
total charge	0
LUMO level	0.801	eV

Each line ends with the Löwdin charge.
Positions of all 62 atoms, in Å:
C  1.51  3.86  -4.29  -0.0622
C  0.61  2.92  -3.49  -0.2427
O  1.40  1.79  -3.15  -0.0544
C  0.81  0.62  -2.75  -0.2085
C  1.66  -0.49  -2.78  -0.0108
C  1.23  -1.74  -2.40  -0.0512
C  -0.09  -1.94  -2.01  -0.2186
C  -0.56  -3.34  -1.72  -0.1275
C  -1.77  -3.47  -0.79  -0.1677
N  -1.50  -2.97  0.54  0.0866
C  -2.10  -1.87  1.05  -0.4529
O  -2.96  -1.25  0.47  0.0452
C  -1.63  -1.50  2.46  -0.1766
C  -2.84  -1.02  3.27  -0.1384
C  -2.45  -0.30  4.52  -0.0920
C  -1.23  0.14  4.76  -0.0938
C  -0.09  -0.04  3.81  -0.1267
C  -0.59  -0.38  2.39  -0.1645
C  0.64  -0.77  1.59  -0.4537
O  0.98  -1.91  1.37  0.1120
O  1.32  0.30  1.23  0.0260
C  2.61  0.12  0.60  -0.3821
C  3.63  -0.34  1.63  -0.0276
C  2.99  1.45  -0.03  -0.0203
C  -0.93  -0.84  -1.97  0.0506
C  -0.50  0.44  -2.30  -0.1790
O  -1.38  1.50  -2.27  -0.0812
C  -2.09  1.73  -1.05  -0.2145
C  -1.23  2.49  -0.04  -0.0518
H  1.86  3.37  -5.19  0.0760
H  2.37  4.14  -3.69  0.0746
H  0.95  4.75  -4.56  0.0748
H  -0.25  2.61  -4.09  0.1286
H  0.25  3.42  -2.59  0.1116
H  2.68  -0.33  -3.10  0.1239
H  1.91  -2.57  -2.43  0.1153
H  -0.82  -3.83  -2.66  0.1233
H  0.27  -3.90  -1.28  0.1162
H  -2.63  -2.92  -1.17  0.1174
H  -2.04  -4.53  -0.71  0.1210
H  -0.65  -3.29  0.99  0.1294
H  -1.18  -2.38  2.94  0.1595
H  -3.47  -1.88  3.52  0.1271
H  -3.44  -0.37  2.63  0.1229
H  -3.25  -0.14  5.23  0.1020
H  -1.00  0.64  5.69  0.1006
H  0.51  0.87  3.77  0.1240
H  0.56  -0.84  4.17  0.1345
H  -1.04  0.50  1.95  0.1483
H  2.49  -0.66  -0.17  0.1283
H  3.34  -1.29  2.06  0.0754
H  4.60  -0.46  1.16  0.0848
H  3.71  0.40  2.43  0.0871
H  3.96  1.36  -0.50  0.0900
H  3.03  2.22  0.74  0.0881
H  2.26  1.74  -0.78  0.0612
H  -1.96  -0.96  -1.67  0.1091
H  -2.44  0.79  -0.61  0.0910
H  -2.95  2.33  -1.34  0.1258
H  -0.33  1.92  0.19  0.0573
H  -1.80  2.65  0.87  0.0780
H  -0.94  3.46  -0.45  0.0712

***

two) Entry from the Open Molecules 2025 dataset: a molecular structure, C23H33NO5 (ωB97M-V/def2-TZVPD).

multiplicity	1
total charge	0
LUMO level	-0.266	eV

Each line ends with the Löwdin charge.
Positions of all 62 atoms, in Å:
C  -0.07  5.47  0.91  -0.2122
H  0.13  6.62  1.14  0.1255
C  1.02  4.67  0.96  -0.4061
C  0.76  3.19  0.58  -0.1102
H  0.15  3.22  -0.48  0.1652
H  0.28  2.72  1.36  0.0269
C  2.23  2.19  0.33  0.0171
C  1.58  0.91  -0.19  -0.0993
C  1.47  0.65  -1.52  0.0079
C  1.32  -0.57  -2.02  -0.2330
C  0.92  -0.98  -3.27  0.0275
C  0.61  -2.20  -3.95  -0.3625
O  0.34  -2.16  -5.13  0.0907
C  1.04  -3.38  -2.91  -0.2966
C  1.05  -3.03  -1.56  -0.2062
O  1.21  -4.11  -0.69  -0.0489
C  1.45  -1.61  -1.10  -0.0778
C  1.51  -1.45  0.25  0.0883
N  1.41  -0.12  0.86  -0.0009
C  1.55  -0.13  2.28  -0.1342
H  2.28  -0.58  2.55  0.0293
H  1.63  0.81  2.55  0.0687
C  0.16  -0.66  2.90  -0.0183
H  0.43  -0.83  3.97  0.1151
C  -1.28  0.38  2.55  0.0350
O  -0.80  1.57  3.44  -0.1512
C  -1.71  2.56  3.32  -0.4656
C  -3.22  1.89  4.21  0.0362
H  -3.47  1.07  3.52  0.0525
H  -3.71  2.76  4.29  0.0020
H  -2.93  1.51  5.13  0.0320
C  -1.35  3.72  4.04  -0.0710
H  -1.10  3.41  5.23  0.1673
H  -0.27  4.06  3.60  0.1212
H  -1.94  4.50  4.06  0.0158
H  -2.21  2.65  2.52  0.0537
H  -1.22  0.72  1.46  0.1521
H  -1.73  -0.29  3.06  0.0096
H  -0.07  -1.60  2.42  0.0661
H  1.39  -2.43  1.01  0.2027
C  2.60  -3.86  -3.33  0.0509
H  2.79  -5.03  -2.79  0.1716
H  2.44  -4.20  -4.56  0.1496
H  3.33  -3.12  -3.36  0.0278
O  0.01  -4.43  -3.32  0.0480
C  -1.08  -3.91  -2.70  -0.6294
O  -1.23  -2.98  -2.07  0.2326
C  -2.01  -4.92  -3.18  -0.1436
C  -2.81  -4.62  -4.57  -0.0786
H  -3.38  -5.53  -4.98  0.0939
H  -1.92  -4.53  -5.27  0.0789
H  -3.23  -3.66  -4.49  0.0452
H  -3.06  -4.95  -2.37  0.1852
H  -1.53  -6.00  -3.23  0.1529
H  1.09  0.08  -3.92  0.1798
H  1.75  1.39  -1.94  0.0266
H  2.60  2.28  1.20  0.0275
H  2.67  2.65  -0.42  0.0578
H  1.74  4.90  0.12  0.1100
H  1.84  4.66  2.02  0.2050
H  -0.65  5.56  -0.18  0.1506
H  -0.77  5.14  1.67  0.0433

***

According to the calculations, the structures order from most to least stable as one), two).

***

one) Entry from the Open Molecules 2025 dataset: 2 unconnected molecules or ions with the total composition CH3NO2S (ωB97M-V/def2-TZVPD).

multiplicity	1
total charge	0
LUMO level	0.421	eV

Each line ends with the Löwdin charge.
Positions of all 8 atoms, in Å:
C  0.08  0.86  -0.35  -0.1994
N  0.95  -0.19  0.33  -0.1301
O  -1.13  -1.59  -0.49  -0.3073
O  -1.22  -0.56  1.75  -0.3005
S  -0.67  -0.58  0.42  0.6444
H  0.15  1.88  0.03  0.0582
H  0.12  0.82  -1.80  0.2028
H  1.73  -0.65  0.11  0.0320

***

two) Entry from the Open Molecules 2025 dataset: CH3NO2S in the gas phase (ωB97M-V/def2-TZVPD).

SMILES	O=S1(=O)CN1
multiplicity	1
total charge	0
LUMO level	0.435	eV

Each line ends with the Löwdin charge.
Positions of all 8 atoms, in Å:
O  2.05  0.04  -0.08  -0.2877
S  0.72  0.55  -0.27  0.5894
O  0.49  1.89  -0.50  -0.2734
C  -0.57  -0.20  0.76  -0.0985
N  -0.60  -0.23  -0.92  -0.1186
H  -1.44  0.36  1.02  0.0747
H  -0.29  -1.20  0.98  0.0609
H  -0.36  -1.21  -0.99  0.0532

***

three) Entry from the Open Molecules 2025 dataset: 2 unconnected molecules or ions with the total composition CH3NO2S (ωB97M-V/def2-TZVPD).

multiplicity	1
total charge	0
LUMO level	-0.034	eV

Each line ends with the Löwdin charge.
Positions of all 8 atoms, in Å:
C  -1.62  -0.20  -0.08  -0.3144
N  -2.53  -0.91  0.22  0.2322
O  -0.67  0.48  -0.22  0.1390
O  1.92  1.00  -0.06  -0.4084
S  2.96  -0.64  0.02  0.2463
H  -2.97  -1.45  -0.44  0.0594
H  1.99  0.91  0.89  -0.0272
H  0.92  0.81  -0.32  0.0731

***

four) Entry from the Open Molecules 2025 dataset: 2 unconnected molecules or ions with the total composition CH3NO2S (ωB97M-V/def2-TZVPD).

multiplicity	1
total charge	0
LUMO level (alpha / beta)	-0.244 / 0.114	eV

Each line ends with the Löwdin charge.
Positions of all 8 atoms, in Å:
C  1.62  -0.87  0.09  -0.1205
N  -1.57  0.23  0.28  -0.2192
O  2.68  -0.42  -0.11  0.0253
O  -0.21  2.00  -1.04  -0.5723
S  -0.18  1.33  0.27  0.8450
H  1.23  -1.89  0.12  0.0579
H  -1.59  -0.44  0.97  -0.0103
H  -1.98  0.06  -0.57  -0.0059

***

According to the calculations, the structures order from most to least stable as three), two), four), one).

***

one) Entry from the Open Molecules 2025 dataset: CH3NO2S in the gas phase (ωB97M-V/def2-TZVPD).

multiplicity	1
total charge	0
LUMO level	-1.069	eV

Each line ends with the Löwdin charge.
Positions of all 8 atoms, in Å:
C  1.37  0.14  -0.10  -0.1239
N  -0.87  -0.27  0.19  -0.2659
O  -3.23  -0.82  -0.09  -0.5415
O  0.23  0.52  0.63  -0.2773
S  -2.41  0.32  0.26  0.9373
H  1.83  -0.79  0.28  0.0822
H  2.12  0.99  -0.07  0.1085
H  0.97  -0.10  -1.10  0.0806

***

two) Entry from the Open Molecules 2025 dataset: a molecular structure, CH3NO2S (ωB97M-V/def2-TZVPD).

multiplicity	1
total charge	0
LUMO level (alpha / beta)	-0.831 / -0.826	eV

Each line ends with the Löwdin charge.
Positions of all 8 atoms, in Å:
C  1.21  0.75  0.83  -0.3545
N  1.78  1.26  1.73  0.2115
O  0.76  0.14  -0.06  0.1392
O  -1.17  -0.57  -1.68  -0.2476
S  -2.90  -0.99  -0.47  0.1709
H  1.66  1.15  2.72  0.0974
H  -0.75  -1.32  -2.05  0.0751
H  -0.59  -0.43  -1.01  -0.0920

***

three) Entry from the Open Molecules 2025 dataset: CH3NO2S in the gas phase (ωB97M-V/def2-TZVPD).

SMILES	CS[N+](=O)[O-]
multiplicity	1
total charge	0
LUMO level	-0.817	eV

Each line ends with the Löwdin charge.
Positions of all 8 atoms, in Å:
C  0.95  -0.59  -0.44  -0.3358
S  -0.54  0.29  -1.10  0.9607
N  -1.20  0.77  0.43  -0.6081
O  -0.61  0.05  1.57  -0.1778
O  -2.03  1.58  0.60  0.0717
H  1.82  -0.13  -0.92  0.0206
H  0.99  -1.57  -0.87  0.0140
H  0.63  -0.39  0.73  0.0548

***

According to the calculations, the structures order from most to least stable as two), one), three).